Record 1
The following is a quantum chemistry calculation of C23H22F2IrN3O10P2S3 as an isolated structure, from OMol25.

Results
LUMO energy (spin up / spin down) = 0.06 / -2.15 eV
Spin multiplicity = 5
Total energy = -108514.869 eV
Frontier orbital gap (spin up / spin down) = 7.290 / 6.638 eV
HOMO (spin up / spin down) = -7.2 / -8.8 eV
⟨S²⟩ = 6.01
M = 888.8 g mol⁻¹
Energy above the lowest of the compared OMol25 structures with the same formula, charge and spin = 7.6 kJ/mol

Last column: Löwdin charge in e.
Positions of all 66 atoms, in Å:
Ir  -0.299  0.103  -0.514  1.40
C  2.145  2.790  3.666  -0.06
C  1.461  1.885  2.659  -0.57
O  0.881  0.761  3.367  -0.11
P  2.618  1.071  1.526  0.48
O  3.518  2.091  0.749  -0.09
O  3.712  0.373  2.442  -0.08
O  1.848  0.123  0.674  -0.36
P  0.097  2.802  1.792  0.33
O  0.875  3.800  0.807  -0.12
O  -0.679  3.529  2.815  -0.27
O  -0.653  1.778  0.955  -0.46
H  2.926  2.255  4.207  0.08
H  1.398  3.160  4.367  0.08
H  2.588  3.645  3.156  0.09
H  0.570  0.120  2.698  -0.02
H  3.131  2.286  -0.136  0.04
H  3.303  -0.201  3.105  0.10
H  1.006  3.443  -0.087  0.04
F  -2.855  4.456  -2.597  0.07
C  -2.647  3.130  -2.666  -0.26
C  -1.848  2.519  -1.719  -0.04
C  -1.630  1.151  -1.807  -0.22
C  -2.233  0.393  -2.829  -0.13
C  -3.040  1.068  -3.737  -0.21
F  -3.673  0.401  -4.729  0.06
C  -3.259  2.429  -3.683  0.08
C  -1.985  -1.064  -2.853  -0.20
C  -2.345  -1.938  -3.876  0.01
C  -2.035  -3.283  -3.755  -0.04
C  -1.378  -3.744  -2.626  -0.04
C  -1.043  -2.823  -1.653  -0.14
N  -1.341  -1.532  -1.772  -0.02
H  -1.414  3.108  -0.924  0.10
H  -3.891  2.917  -4.411  0.13
H  -2.849  -1.573  -4.754  0.11
H  -2.305  -3.967  -4.548  0.11
H  -1.118  -4.785  -2.500  0.11
H  -0.512  -3.109  -0.756  0.09
S  -0.927  -1.274  1.545  0.64
C  -2.161  -0.202  2.066  -1.07
N  -2.117  0.533  3.150  -0.01
C  -3.123  1.595  3.248  -0.19
C  -4.317  1.113  2.428  -0.38
S  -3.618  -0.002  1.167  0.98
H  -1.221  0.661  3.616  0.13
H  -2.673  2.507  2.850  0.10
H  -3.390  1.756  4.290  0.13
H  -4.826  1.938  1.937  0.08
H  -5.030  0.548  3.025  0.08
O  1.979  -2.173  -1.425  0.08
C  2.249  -1.078  -1.862  -0.52
N  1.336  -0.046  -1.983  -0.21
S  1.998  1.327  -2.549  0.66
O  1.415  1.746  -3.786  -0.26
O  2.034  2.346  -1.498  -0.34
C  3.614  0.665  -2.761  -0.22
C  4.750  1.283  -3.245  -0.02
C  5.908  0.518  -3.293  -0.06
C  5.910  -0.812  -2.876  -0.05
C  4.753  -1.415  -2.401  0.01
C  3.600  -0.653  -2.349  -0.13
H  4.740  2.316  -3.566  0.13
H  6.825  0.962  -3.658  0.11
H  6.829  -1.380  -2.925  0.11
H  4.735  -2.445  -2.071  0.13

***

Record 2
The following is a quantum chemistry calculation of C33H24BrINOPReS2 as an isolated structure at a distorted geometry, from OMol25.

Results
LUMO energy (spin up / spin down) = -5.96 / -6.72 eV
Spin multiplicity = 2
Total energy = -149365.807 eV
Frontier orbital gap (spin up / spin down) = 7.502 / 6.683 eV
HOMO (spin up / spin down) = -13.5 / -13.4 eV
⟨S²⟩ = 0.76
M = 938.7 g mol⁻¹
Energy above the lowest of the compared OMol25 structures with the same formula, charge and spin = 223.1 kJ/mol
Net charge = +2

Last column: Löwdin charge in e.
Positions of all 65 atoms, in Å:
Re  -0.272  -1.283  0.326  0.36
I  1.686  -2.565  -1.045  1.22
C  3.477  -1.788  -0.372  -0.59
C  4.374  -2.808  -0.257  -0.17
C  5.735  -2.524  -0.012  -0.04
C  6.124  -1.228  0.031  0.00
C  5.190  -0.162  -0.086  -0.14
C  5.689  1.165  -0.074  0.00
C  4.847  2.223  -0.152  -0.03
C  3.457  1.984  -0.170  -0.07
C  2.903  0.729  -0.191  -0.26
P  1.072  0.689  -0.026  0.90
C  0.349  1.000  -1.623  -0.39
C  -0.865  0.333  -1.791  -0.19
C  -1.519  0.320  -3.018  -0.04
C  -0.942  0.999  -4.086  -0.04
C  0.277  1.656  -3.929  -0.03
C  0.932  1.645  -2.704  -0.05
C  0.715  2.096  1.045  -0.40
C  0.340  3.320  0.496  -0.11
C  0.069  4.405  1.320  -0.05
C  0.186  4.271  2.697  -0.05
C  0.571  3.052  3.248  -0.05
C  0.829  1.965  2.427  -0.10
C  3.795  -0.403  -0.220  -0.18
H  4.065  -3.836  -0.382  0.08
H  6.445  -3.333  0.098  0.12
H  7.169  -0.973  0.155  0.13
H  6.762  1.311  -0.005  0.13
H  5.224  3.237  -0.154  0.12
H  2.810  2.852  -0.115  0.10
H  -1.354  -0.167  -0.925  0.01
H  -2.465  -0.193  -3.138  0.12
H  -1.434  1.009  -5.050  0.12
H  0.724  2.170  -4.771  0.12
H  1.898  2.127  -2.602  0.12
H  0.260  3.431  -0.582  0.11
H  -0.227  5.351  0.885  0.12
H  -0.018  5.116  3.341  0.12
H  0.666  2.952  4.322  0.12
H  1.128  1.024  2.873  0.11
O  -3.638  -6.472  1.267  0.14
C  -2.954  -5.381  0.918  -0.28
C  -3.120  -4.719  -0.298  0.04
C  -2.369  -3.599  -0.552  -0.09
N  -1.470  -3.121  0.334  -0.22
C  -1.345  -3.791  1.469  -0.72
Br  -0.050  -2.919  2.528  0.91
C  -2.029  -4.907  1.850  0.02
H  -4.246  -6.742  0.564  0.14
H  -3.828  -5.070  -1.037  0.14
H  -2.473  -3.053  -1.479  0.13
H  -1.874  -5.405  2.797  0.15
S  -3.662  -1.300  2.044  0.75
C  -4.261  0.070  1.103  -0.62
C  -5.516  0.504  0.709  -0.05
C  -5.560  1.695  -0.005  -0.05
C  -4.406  2.431  -0.293  -0.05
C  -3.154  2.002  0.127  -0.05
C  -3.128  0.800  0.811  -0.56
S  -1.898  -0.167  1.657  0.59
H  -6.422  -0.041  0.945  0.12
H  -6.520  2.070  -0.338  0.12
H  -4.491  3.362  -0.839  0.12
H  -2.261  2.583  -0.068  0.10

***

Record 3
The following is a quantum chemistry calculation of C23H25N7O6OsSSe4 as an isolated structure, from OMol25.

Results
LUMO energy (spin up / spin down) = -2.41 / -2.41 eV
Total energy = -321656.922 eV
Frontier orbital gap (spin up / spin down) = 4.442 / 4.444 eV
HOMO (spin up / spin down) = -6.9 / -6.9 eV
M = 1033.6 g mol⁻¹
Energy above the lowest of the compared OMol25 structures with the same formula, charge and spin = 237.1 kJ/mol

Last column: Löwdin charge in e.
Positions of all 67 atoms, in Å:
Os  -0.093  0.420  -0.945  1.12
N  6.369  3.019  1.625  0.11
C  5.251  2.220  1.695  -0.32
C  3.972  2.784  1.614  -0.01
C  2.849  1.992  1.723  -0.03
C  2.989  0.620  1.915  -0.30
C  4.250  0.047  2.007  -0.07
C  5.375  0.841  1.902  -0.03
S  1.563  -0.388  2.011  0.64
O  1.930  -1.665  2.547  -0.28
O  0.499  0.365  2.605  -0.27
N  1.098  -0.606  0.429  -0.20
C  1.928  -1.153  -0.474  -0.48
N  3.027  -1.863  -0.242  0.17
C  3.612  -2.373  -1.313  -0.10
C  3.149  -2.175  -2.612  -0.04
C  2.050  -1.353  -2.762  -0.12
N  1.439  -0.824  -1.705  -0.06
H  6.266  3.946  1.254  0.09
H  7.256  2.580  1.452  0.09
H  3.864  3.853  1.477  0.12
H  1.868  2.445  1.673  0.09
H  4.335  -1.017  2.172  0.11
H  6.360  0.400  1.987  0.11
H  4.502  -2.966  -1.132  0.12
H  3.637  -2.615  -3.467  0.10
H  1.686  -1.077  -3.743  0.12
Se  -0.127  1.840  -2.887  0.16
Se  -3.095  2.832  -1.403  0.12
Se  -1.849  4.635  -1.306  0.06
Se  0.157  3.994  -2.374  0.10
C  -1.312  -2.301  -0.984  -0.13
C  -2.415  -3.304  -1.393  -0.14
N  -3.081  -2.874  -2.617  -0.15
C  -2.085  -2.621  -3.643  -0.14
C  -1.178  -1.430  -3.250  -0.16
N  -1.402  -1.064  -1.823  -0.30
C  -2.817  -0.577  -1.758  -0.20
C  -3.783  -1.624  -2.354  -0.13
H  -0.312  -2.713  -1.124  0.11
H  -1.415  -1.989  0.055  0.11
H  -3.167  -3.383  -0.607  0.12
H  -1.986  -4.295  -1.552  0.12
H  -2.596  -2.410  -4.584  0.12
H  -1.491  -3.527  -3.782  0.12
H  -1.396  -0.541  -3.843  0.09
H  -0.138  -1.685  -3.382  0.07
H  -2.850  0.370  -2.294  0.01
H  -3.048  -0.405  -0.714  0.06
H  -4.212  -1.270  -3.293  0.12
H  -4.600  -1.812  -1.658  0.12
O  -0.253  3.775  1.500  0.05
C  -0.656  2.663  1.233  -0.63
O  -0.166  1.996  0.209  -0.36
C  -1.697  2.010  2.095  -0.14
C  -1.879  2.529  3.375  0.02
C  -2.813  1.977  4.238  -0.04
C  -3.587  0.902  3.834  0.01
C  -3.380  0.400  2.562  -0.12
C  -2.454  0.933  1.686  0.02
N  -4.170  -0.762  2.131  -0.33
O  -5.104  -1.106  2.821  0.10
O  -3.838  -1.326  1.098  0.04
H  -1.266  3.365  3.680  0.13
H  -2.936  2.384  5.232  0.11
H  -4.326  0.452  4.479  0.12
H  -2.310  0.505  0.707  0.06

***

Record 4
The following is a quantum chemistry calculation of a 2-piece molecular cluster, C3H5NO2 overall at a distorted geometry, from OMol25.

Results
LUMO energy (spin up / spin down) = -0.06 / -0.50 eV
Total energy = -8770.297 eV
Frontier orbital gap (spin up / spin down) = 8.532 / 8.447 eV
HOMO (spin up / spin down) = -8.6 / -8.9 eV
M = 87.1 g mol⁻¹
Energy above the lowest of the compared OMol25 structures with the same formula, charge and spin = 713.7 kJ/mol

Last column: Löwdin charge in e.
Positions of all 11 atoms, in Å:
C  0.236  1.456  -0.901  0.08
C  -0.262  -0.851  0.551  -0.14
C  1.126  0.647  -0.509  -0.30
N  1.691  3.496  -2.827  0.13
O  1.775  2.623  -2.049  -0.11
O  1.068  -0.460  0.325  -0.16
H  -0.884  0.056  0.797  0.08
H  -0.088  -1.495  1.529  0.13
H  -0.742  -1.330  -0.372  0.11
H  2.169  0.945  -0.765  0.11
H  -0.821  1.561  -1.089  0.06